The following is a quantum chemistry calculation of one molecule with the formula CH4IN3O2, from the OMol25 dataset.

Results
SMILES: NOC(=O)N(N)I
Multiplicity: 1
ΔE to the lowest compared entry with this formula, charge and spin: 45.4 kJ/mol
Lowest unoccupied orbital energy: -0.018 Ha
Max |F|: 3.16 eV/A
HOMO-LUMO gap: 8.5 eV

Last column: Löwdin charge in e.
CARTESIAN COORDINATES (ANGSTROEM)
N (-2.4827, 0.4722, 0.4278)  0.117
O (-1.1655, -0.0985, 0.9550)  -0.212
C (-0.1377, 0.2675, 0.1991)  -0.676
O (-0.2479, 0.9447, -0.7722)  0.106
N (1.0508, -0.0428, 0.9406)  -0.464
N (2.3096, -0.0283, 0.4739)  -0.057
I (0.6883, -1.7054, 2.2595)  0.798
H (-2.2565, 1.2846, -0.1935)  0.088
H (-2.9469, 0.9458, 1.1927)  0.075
H (2.9697, 0.1246, 1.2430)  0.092
H (2.5741, -0.5837, -0.3874)  0.134


The following is a quantum chemistry calculation of a 2-piece molecular cluster, CH4IO overall, from the OMol25 dataset.

Results
Net charge: -1
Multiplicity: 1
ΔE to the lowest compared entry with this formula, charge and spin: 13.6 kJ/mol
Lowest unoccupied orbital energy: 0.144 Ha
Max |F|: 1.46 eV/A
HOMO-LUMO gap: 7.5 eV

Last column: Löwdin charge in e.
CARTESIAN COORDINATES (ANGSTROEM)
I (0.5191, -2.3588, -2.4798)  -0.696
C (0.0093, 0.6904, 0.6076)  -0.203
O (-0.9371, -0.1765, 0.0293)  -0.188
H (-0.4221, 1.6467, 0.9035)  0.066
H (0.5361, 0.2433, 1.4506)  0.063
H (0.7859, 0.8782, -0.1338)  0.065
H (-0.4913, -0.9232, -0.3772)  -0.106


The following is a quantum chemistry calculation of one molecule with the formula CH4IOP, from the OMol25 dataset.

Results
Multiplicity: 1
ΔE to the lowest compared entry with this formula, charge and spin: 321.6 kJ/mol
Lowest unoccupied orbital energy (spin up / spin down): -0.025 / -0.026 Ha
Max |F|: 3.47 eV/A
HOMO-LUMO gap (spin up / spin down): 7.4 / 7.4 eV

Last column: Löwdin charge in e.
CARTESIAN COORDINATES (ANGSTROEM)
C (0.6841, -1.2443, 0.6115)  -0.557
O (0.6843, 0.7310, -0.3269)  -0.623
P (-0.7646, 1.0997, -0.5160)  0.487
I (-1.3079, -1.5727, 0.7900)  0.889
H (1.2331, -1.0310, 1.5113)  -0.007
H (1.2010, -1.7805, -0.1653)  -0.007
H (-0.8601, 2.4091, -0.0191)  -0.091
H (-0.8699, 1.3887, -1.8855)  -0.092


The following is a quantum chemistry calculation of one molecule with the formula CH4IOP, from the OMol25 dataset.

Results
SMILES: OCPI
Multiplicity: 1
ΔE to the lowest compared entry with this formula, charge and spin: 81.4 kJ/mol
Lowest unoccupied orbital energy: -0.005 Ha
Max |F|: 2.75 eV/A
HOMO-LUMO gap: 9.2 eV

Last column: Löwdin charge in e.
CARTESIAN COORDINATES (ANGSTROEM)
O (-0.4376, 1.4228, 0.4847)  -0.180
C (-0.8170, 0.1014, 0.2743)  -0.457
P (0.7339, -1.3655, 0.1552)  0.356
I (2.4956, 0.2204, -0.2660)  0.412
H (0.5224, 1.4900, 0.2738)  -0.082
H (-1.2206, -0.0043, -0.6931)  0.029
H (-1.4862, -0.2863, 0.9875)  0.042
H (0.2096, -1.5786, -1.2165)  -0.119


The following is a quantum chemistry calculation of one molecule with the formula CH4IP, from the OMol25 dataset.

Results
SMILES: C=[PH2]I
Multiplicity: 1
ΔE to the lowest compared entry with this formula, charge and spin: 185.8 kJ/mol
Lowest unoccupied orbital energy: 0.010 Ha
Max |F|: 1.36 eV/A
HOMO-LUMO gap: 8.6 eV

Last column: Löwdin charge in e.
CARTESIAN COORDINATES (ANGSTROEM)
C (0.9390, -0.7861, 0.0351)  -0.392
P (-0.1944, 0.4411, 0.1048)  0.267
I (-2.5549, 0.4240, -0.4222)  0.286
H (1.1368, -0.9241, -1.0117)  -0.037
H (0.9934, -1.6367, 0.7444)  0.003
H (-0.3565, 0.9751, 1.3364)  -0.080
H (0.0365, 1.5066, -0.7868)  -0.047


The following is a quantum chemistry calculation of a 2-piece molecular cluster, CH4IPS overall, from the OMol25 dataset.

Results
SMILES: C=P.SI
Multiplicity: 1
ΔE to the lowest compared entry with this formula, charge and spin: 277.6 kJ/mol
Lowest unoccupied orbital energy: -0.029 Ha
Max |F|: 3.53 eV/A
HOMO-LUMO gap: 8.3 eV

Last column: Löwdin charge in e.
CARTESIAN COORDINATES (ANGSTROEM)
C (0.1001, -1.1820, -0.2113)  -0.456
P (-1.4302, -0.3191, -0.3270)  0.698
H (0.6743, -0.9737, 0.7065)  -0.041
H (0.6734, -1.5341, -1.0572)  -0.035
H (-1.7085, -0.8867, -1.6277)  -0.164
S (4.3901, -1.8974, -0.4940)  -0.101
I (5.1530, 0.2819, -1.0154)  0.275
H (3.0133, -1.6375, 0.0144)  -0.177


The following is a quantum chemistry calculation of one molecule with the formula CH4N2, from the OMol25 dataset.

Results
SMILES: C=NN
Multiplicity: 1
ΔE to the lowest compared entry with this formula, charge and spin: 261.2 kJ/mol
Lowest unoccupied orbital energy: 0.047 Ha
Max |F|: 3.36 eV/A
HOMO-LUMO gap: 10.3 eV

Last column: Löwdin charge in e.
CARTESIAN COORDINATES (ANGSTROEM)
C (1.1204, -0.0087, -0.0345)  -0.081
N (0.0540, -0.7474, 0.0055)  -0.126
N (-1.1451, -0.0053, -0.1181)  -0.054
H (2.0508, -0.4884, -0.0609)  0.035
H (0.9773, 1.0554, -0.1849)  0.061
H (-2.0453, -0.6240, -0.0191)  0.127
H (-1.0122, 0.8185, 0.4119)  0.039


The following is a quantum chemistry calculation of a 2-piece molecular cluster, CH4N2 overall, from the OMol25 dataset.

Results
Multiplicity: 1
ΔE to the lowest compared entry with this formula, charge and spin: 485.7 kJ/mol
Lowest unoccupied orbital energy: 0.041 Ha
Max |F|: 6.10 eV/A
HOMO-LUMO gap: 10.6 eV

Last column: Löwdin charge in e.
CARTESIAN COORDINATES (ANGSTROEM)
C (0.5559, -0.0983, 0.1813)  -0.302
N (-0.4628, 0.7451, -0.1003)  -0.112
N (-0.7879, -0.6457, 0.0117)  -0.033
H (1.3407, -0.4231, -1.0714)  0.177
H (1.1659, -0.0420, 1.1526)  0.111
H (-0.7238, 1.3489, 0.7024)  0.112
H (-1.0881, -0.8848, -0.8762)  0.047


The following is a quantum chemistry calculation of a 2-piece molecular cluster, CH4N2 overall, from the OMol25 dataset.

Results
Multiplicity: 3
ΔE to the lowest compared entry with this formula, charge and spin: 515.9 kJ/mol
Lowest unoccupied orbital energy (spin up / spin down): 0.038 / -0.128 Ha
Max |F|: 3.70 eV/A
HOMO-LUMO gap (spin up / spin down): 5.3 / 6.8 eV

Last column: Löwdin charge in e.
CARTESIAN COORDINATES (ANGSTROEM)
C (0.5764, -0.1540, 0.1123)  -0.378
N (-0.4508, 0.7023, -0.1330)  0.055
N (-0.7666, -0.6906, 0.0096)  0.029
H (1.6268, -0.1065, -0.9437)  0.013
H (0.9591, -0.2472, 1.1003)  0.075
H (-0.6502, 1.3990, 0.6177)  0.154
H (-1.2946, -0.9030, -0.7632)  0.051


The following is a quantum chemistry calculation of CH4N2 as an isolated structure, from the OMol25 dataset.

Results
Net charge: +1
Multiplicity: 2
ΔE to the lowest compared entry with this formula, charge and spin: 295.3 kJ/mol
Lowest unoccupied orbital energy (spin up / spin down): -0.213 / -0.374 Ha
Max |F|: 5.35 eV/A
HOMO-LUMO gap (spin up / spin down): 12.9 / 8.0 eV

Last column: Löwdin charge in e.
CARTESIAN COORDINATES (ANGSTROEM)
N (-1.4313, -0.1539, -0.1117)  0.305
C (-0.2067, 0.2035, 0.2917)  -0.190
N (1.0208, 0.1922, -0.3310)  0.270
H (0.5131, -0.7649, -0.3687)  0.163
H (-1.4911, -0.4521, -1.1007)  0.131
H (-0.1962, 0.6755, 1.2781)  0.161
H (1.7914, 0.2996, 0.3424)  0.162


The following is a quantum chemistry calculation of an isolated ion of composition CH4N2O and charge +1, from the OMol25 dataset.

Results
Net charge: +1
Multiplicity: 2
ΔE to the lowest compared entry with this formula, charge and spin: 168.8 kJ/mol
Lowest unoccupied orbital energy (spin up / spin down): -0.206 / -0.393 Ha
Max |F|: 4.73 eV/A
HOMO-LUMO gap (spin up / spin down): 11.8 / 6.2 eV

Last column: Löwdin charge in e.
CARTESIAN COORDINATES (ANGSTROEM)
N (0.1146, 0.5552, -1.2451)  0.218
C (0.0749, -0.5072, -0.2723)  -0.377
N (-0.2017, 0.0192, 1.1406)  0.318
O (0.1435, -1.6663, -0.5525)  0.359
H (0.5524, 1.3138, -0.8129)  0.090
H (-0.7406, 0.9450, -1.5615)  0.125
H (0.6576, 0.1161, 1.5975)  0.103
H (-0.6008, -0.7758, 1.7063)  0.164


The following is a quantum chemistry calculation of a 2-piece molecular cluster, CH4N2O2 overall, from the OMol25 dataset.

Results
Net charge: -2
Multiplicity: 1
ΔE to the lowest compared entry with this formula, charge and spin: 216.4 kJ/mol
Lowest unoccupied orbital energy (spin up / spin down): 0.296 / 0.296 Ha
Max |F|: 2.32 eV/A
HOMO-LUMO gap (spin up / spin down): 4.6 / 4.6 eV

Last column: Löwdin charge in e.
CARTESIAN COORDINATES (ANGSTROEM)
C (-0.4154, -0.2548, -0.8780)  -0.309
N (0.7446, -0.2424, 1.4152)  -0.254
N (-0.9308, -0.1027, 0.4627)  -0.319
O (1.7514, -0.4145, 0.5067)  -0.585
O (-1.4640, 1.1750, 0.7361)  -0.578
H (-0.3495, 0.5615, -1.6365)  0.033
H (0.6326, -0.4127, -0.8950)  -0.027
H (-0.8860, -1.1124, -1.4378)  0.029
H (0.9170, 0.8030, 1.7266)  0.009


The following is a quantum chemistry calculation of one molecule with the formula CH4N2O2, from the OMol25 dataset.

Results
SMILES: NC[N+](=O)[O-]
Multiplicity: 1
ΔE to the lowest compared entry with this formula, charge and spin: 292.2 kJ/mol
Lowest unoccupied orbital energy: 0.016 Ha
Max |F|: 3.28 eV/A
HOMO-LUMO gap: 10.8 eV

Last column: Löwdin charge in e.
CARTESIAN COORDINATES (ANGSTROEM)
N (1.2773, 0.4495, -0.2428)  0.026
C (0.2570, -0.4824, 0.1896)  -0.185
N (-1.1852, 0.0297, 0.1853)  -0.438
O (-1.2657, 1.2358, 0.2401)  0.055
O (-2.0461, -0.7449, -0.0640)  0.083
H (1.1080, 1.4195, -0.0498)  0.071
H (1.2440, 0.2804, -1.2498)  0.078
H (0.1617, -1.5759, -0.3107)  0.177
H (0.4490, -0.6117, 1.3021)  0.133


The following is a quantum chemistry calculation of one molecule with the formula CH4N2O2, from the OMol25 dataset.

Results
SMILES: [H]/N=[N+](/[O-])OC
Multiplicity: 1
ΔE to the lowest compared entry with this formula, charge and spin: 457.0 kJ/mol
Lowest unoccupied orbital energy: 0.011 Ha
Max |F|: 5.43 eV/A
HOMO-LUMO gap: 10.4 eV

Last column: Löwdin charge in e.
CARTESIAN COORDINATES (ANGSTROEM)
H (-2.6503, 1.6105, 0.2976)  0.029
N (-2.8321, 0.6476, 0.1499)  0.157
N (-1.6947, -0.0925, -0.0212)  -0.364
O (-1.7649, -1.2940, -0.3390)  0.001
O (-0.4793, 0.4987, 0.1778)  -0.070
C (0.6809, -0.3778, 0.1415)  -0.039
H (0.1473, -1.4345, 0.1130)  0.118
H (1.4779, -0.3140, 0.9170)  0.098
H (1.1939, -0.3082, -0.8019)  0.071


The following is a quantum chemistry calculation of CH4N2O2 as an isolated structure, from the OMol25 dataset.

Results
Multiplicity: 1
ΔE to the lowest compared entry with this formula, charge and spin: 513.7 kJ/mol
Lowest unoccupied orbital energy: 0.012 Ha
Max |F|: 6.90 eV/A
HOMO-LUMO gap: 9.1 eV

Last column: Löwdin charge in e.
CARTESIAN COORDINATES (ANGSTROEM)
C (0.2040, -0.0968, 0.6410)  -0.199
H (0.7852, 1.0097, -1.7546)  0.117
H (1.5636, 1.4965, 0.9431)  0.157
H (0.1351, -0.3854, 1.6787)  0.105
H (-1.6461, -1.1793, 1.3341)  0.245
N (1.1837, 0.8191, 0.2105)  -0.073
N (-0.6103, -0.6396, -0.2560)  -0.104
O (0.6026, 1.4748, -0.9021)  -0.095
O (-1.3621, -1.6769, 0.1860)  -0.154


The following is a quantum chemistry calculation of a 2-piece molecular cluster, CH4N2O2 overall, from the OMol25 dataset.

Results
Multiplicity: 1
ΔE to the lowest compared entry with this formula, charge and spin: 402.7 kJ/mol
Lowest unoccupied orbital energy (spin up / spin down): 0.001 / 0.010 Ha
Max |F|: 6.05 eV/A
HOMO-LUMO gap (spin up / spin down): 6.8 / 8.6 eV

Last column: Löwdin charge in e.
CARTESIAN COORDINATES (ANGSTROEM)
C (-0.1004, 0.5429, 1.1028)  -0.350
N (-1.3280, 0.3446, 1.0311)  0.184
N (1.3315, -0.9976, -1.5962)  -0.119
O (0.8482, 1.0309, 1.5958)  0.148
O (0.1694, -0.6019, -0.9957)  -0.283
H (-1.9097, 0.4622, 1.8320)  0.128
H (-1.4489, -0.4926, 0.4930)  0.106
H (1.7692, -0.2494, -2.1162)  0.051
H (2.1099, -1.4154, -0.8887)  0.134


The following is a quantum chemistry calculation of a 2-piece molecular cluster, CH4N2O2 overall, from the OMol25 dataset.

Results
SMILES: [H]/N=N/[H].O=CO
Multiplicity: 1
ΔE to the lowest compared entry with this formula, charge and spin: 178.2 kJ/mol
Lowest unoccupied orbital energy: -0.017 Ha
Max |F|: 5.72 eV/A
HOMO-LUMO gap: 9.7 eV

Last column: Löwdin charge in e.
CARTESIAN COORDINATES (ANGSTROEM)
H (0.3140, -1.8482, -0.9708)  0.020
N (0.2209, -1.4492, -0.1358)  0.031
N (0.3939, -2.2737, 0.7864)  0.090
H (0.0739, -1.8796, 1.6454)  0.049
O (-1.6824, 1.8428, -0.8405)  0.041
C (-0.6997, 2.0333, -0.1932)  -0.441
O (0.3380, 1.1996, 0.0614)  -0.037
H (-0.6585, 3.0380, 0.3147)  0.138
H (0.1248, 0.2128, -0.3774)  0.110


The following is a quantum chemistry calculation of one molecule with the formula CH4N2O2, from the OMol25 dataset.

Results
Multiplicity: 1
ΔE to the lowest compared entry with this formula, charge and spin: 590.4 kJ/mol
Lowest unoccupied orbital energy (spin up / spin down): 0.018 / -0.039 Ha
Max |F|: 3.21 eV/A
HOMO-LUMO gap (spin up / spin down): 10.7 / 6.9 eV

Last column: Löwdin charge in e.
CARTESIAN COORDINATES (ANGSTROEM)
C (0.5665, -0.2996, -0.5467)  -0.175
N (-0.7568, 0.4910, -0.4995)  -0.112
N (-1.0609, 1.1235, 0.5865)  0.050
O (0.2820, -1.3428, 0.3281)  -0.150
O (0.6149, -0.8796, 1.5739)  -0.078
H (0.8556, -0.7838, -1.5250)  0.147
H (1.3227, 0.3109, -0.1548)  0.097
H (-1.6095, 0.0261, -0.9250)  0.157
H (-0.2146, 1.3542, 1.1626)  0.063


The following is a quantum chemistry calculation of CH4N2O2 as an isolated structure, from the OMol25 dataset.

Results
Multiplicity: 1
ΔE to the lowest compared entry with this formula, charge and spin: 234.1 kJ/mol
Lowest unoccupied orbital energy: 0.014 Ha
Max |F|: 2.34 eV/A
HOMO-LUMO gap: 10.0 eV

Last column: Löwdin charge in e.
CARTESIAN COORDINATES (ANGSTROEM)
C (1.4655, -0.2770, 1.0779)  -0.509
N (-1.3000, 0.0978, -1.2362)  0.016
N (-0.8924, -0.0975, -0.0246)  0.026
O (2.6132, -0.0800, 1.3612)  0.038
O (0.8673, 0.2571, 0.0634)  -0.054
H (0.8096, -0.9480, 1.6831)  0.128
H (-1.3534, 1.0285, -1.6442)  0.120
H (-1.0598, -0.6461, -1.8811)  0.119
H (-1.1500, 0.6652, 0.6005)  0.117


The following is a quantum chemistry calculation of one molecule with the formula CH4N2O2, from the OMol25 dataset.

Results
Multiplicity: 1
ΔE to the lowest compared entry with this formula, charge and spin: 503.3 kJ/mol
Lowest unoccupied orbital energy: 0.015 Ha
Max |F|: 4.40 eV/A
HOMO-LUMO gap: 8.9 eV

Last column: Löwdin charge in e.
CARTESIAN COORDINATES (ANGSTROEM)
C (0.5621, 0.1630, 1.0258)  0.093
N (-0.2760, 0.1208, -1.1921)  -0.153
N (-0.5475, -0.4019, -0.0669)  -0.286
O (-0.8555, -0.1953, -2.2427)  -0.039
O (-1.5488, -1.0725, 0.1708)  0.004
H (0.4203, -0.5134, 1.8600)  0.076
H (0.2479, 1.1604, 1.1232)  0.056
H (1.6042, -0.0589, 0.5242)  0.123
H (0.3933, 0.7978, -1.2023)  0.125


What did we get for E? Answer: -17764.2632; -11252.2490; -20535.3439; -20537.8329; -18489.5973; -29324.3597; -4080.1746; -4077.8482; -4072.2492; -4069.6402; -6118.7461; -8167.3746; -8173.6571; -8171.9494; -8171.3611; -8172.5114; -8174.8386; -8170.5665; -8174.2594; -8171.4696 eV, in the order shown.